# 1
Density functional theory data (ωB97M-V with the def2-TZVPD basis set) for a cluster of 13 separate species, C52H91N13 in total.

XYZ file:
```
156
Properties=species:S:1:pos:R:3:forces:R:3
N -5.174 -3.627 -1.050 -0.062 -0.418 -0.136
N -4.837 1.207 -3.406 -2.725 -4.865 1.079
N 7.213 -0.952 -5.351 -0.555 -0.031 0.853
N 0.658 4.998 -2.009 -1.179 0.591 0.167
N 0.593 3.284 2.306 -2.931 0.288 4.433
N 1.226 0.146 -3.550 -0.990 2.066 -4.714
N -6.163 -6.232 6.191 -1.381 -4.372 -0.811
N -1.516 -0.322 2.908 0.135 1.557 -2.631
N -3.551 3.238 0.115 0.248 0.601 -0.060
N 4.341 -4.552 -3.488 -0.284 -0.774 1.450
N -1.295 -5.618 -4.110 0.917 1.599 0.068
N -0.993 -5.804 4.615 1.090 0.797 -1.021
N 6.467 1.459 1.605 -0.956 -0.297 1.357
C 3.968 -5.096 -2.532 -0.933 0.636 -1.433
C 1.741 -3.385 4.937 1.133 1.318 -0.099
C -1.716 2.478 4.828 -0.331 0.470 0.834
C -0.214 -5.307 3.911 -0.518 -0.293 0.274
C 1.808 0.673 -7.031 1.716 -2.118 -1.701
C -5.447 -0.702 0.994 2.220 0.658 -0.777
C 4.131 -0.149 3.735 1.513 2.077 -0.297
C 1.589 4.342 -1.979 1.322 -0.118 -0.373
C -1.974 5.291 0.379 1.126 0.153 -0.182
C -3.461 -2.288 5.503 -2.619 -1.219 1.325
C 4.447 -0.543 -3.332 -0.235 0.007 -0.618
C -3.884 -3.701 6.099 0.335 0.392 -0.344
C 0.696 -0.540 -0.414 -1.470 -1.134 -0.719
C -5.376 -3.824 6.650 0.401 0.011 -0.517
C 2.809 3.548 -2.036 1.059 -0.025 1.698
C -3.498 6.391 2.028 -0.096 0.464 0.537
C -1.412 0.262 1.892 0.977 -1.640 1.891
C 0.794 1.032 -5.989 -0.673 0.710 -0.363
C 3.098 -3.296 -0.557 -0.897 1.290 -0.431
C -4.534 -1.241 -0.221 -1.356 1.012 0.782
C -2.896 4.187 0.188 -0.638 -0.535 0.039
C 3.894 3.929 -0.930 0.350 0.020 0.369
C -1.410 -2.311 -3.374 -0.071 1.741 -0.390
C -2.944 2.624 3.950 -0.738 -0.568 0.352
C -0.340 -3.131 -4.073 -0.332 -1.618 0.392
C 5.260 0.985 3.879 -0.886 -1.317 0.956
C 1.356 -0.312 -8.208 -0.749 1.453 0.440
C -2.061 5.961 1.757 -0.756 -0.179 -0.460
C -5.879 -5.170 6.375 1.525 4.147 0.834
C -1.220 0.956 0.591 0.403 -0.116 0.012
C 6.570 -1.099 -4.400 1.892 0.537 -2.927
C 3.509 3.812 0.564 -0.860 -0.511 -1.377
C -2.173 3.349 -3.323 1.281 1.357 1.498
C -1.230 2.719 -4.288 0.181 -0.662 -0.557
C 2.987 0.466 2.989 -1.654 -0.985 -0.141
C -3.582 3.406 -3.811 -1.287 0.654 0.192
C -0.673 3.565 4.607 0.500 0.113 -0.450
C 5.762 -1.311 -3.278 -0.522 -0.936 1.704
C 3.393 -5.747 -1.325 1.601 1.276 0.279
C 5.910 1.262 2.606 0.903 0.384 -1.199
C -4.867 -2.587 -0.684 0.187 0.545 0.416
C -0.820 -4.557 -4.101 -0.642 -0.863 -0.376
C -0.016 3.382 3.334 3.539 -0.298 -5.068
C -2.722 -2.189 -4.224 0.235 -1.093 1.495
C 2.774 -4.710 -0.288 -0.327 -2.546 -0.063
C -5.418 -1.520 2.222 -1.327 -2.199 1.378
C 1.006 0.574 -4.646 1.355 -3.088 5.274
C -4.281 2.143 -3.618 2.729 4.318 -1.428
C 1.135 -3.211 3.533 0.195 -1.421 1.268
C 4.617 0.957 -3.558 0.256 0.020 0.503
C 0.848 -4.673 3.060 -1.365 -0.038 -0.074
C 0.136 0.863 -0.243 -0.255 -0.935 1.917
H 2.462 2.529 -1.868 0.268 -0.261 -0.064
H 3.837 -0.953 -4.138 -0.025 -0.198 -0.008
H 0.844 2.113 -5.856 -0.616 0.152 -0.365
H 2.326 1.008 3.666 0.310 0.614 -0.068
H -2.803 2.422 2.888 0.370 0.699 -0.094
H 0.563 -4.723 2.009 -0.537 0.186 0.011
H 2.073 -0.454 -9.017 0.494 0.129 0.487
H -1.468 1.659 -4.381 0.139 -0.102 -0.399
H 4.992 1.310 -4.519 -0.028 -0.618 -0.298
H -4.688 -0.564 -1.061 -0.021 0.040 -0.139
H -6.289 -1.277 2.830 -0.039 0.289 0.205
H -1.452 -2.666 -2.345 -1.037 -0.653 -0.124
H 0.239 -2.612 3.698 -0.270 -0.213 -0.746
H 3.878 -0.714 -2.418 0.082 0.033 0.079
H -3.532 -1.560 6.311 0.804 0.258 -0.089
H 4.148 -3.018 -0.469 -0.037 -0.133 -0.092
H 5.989 0.672 4.626 0.342 -0.112 -0.267
H 3.301 3.601 -3.008 -0.347 0.122 -0.050
H -3.713 3.803 -4.818 0.257 -0.401 -0.245
H 4.284 4.941 -1.037 -0.262 0.044 -0.727
H 0.044 -1.132 -1.056 0.108 0.162 -0.853
H 2.753 -3.780 4.844 -0.202 -0.903 0.197
H 3.793 2.813 0.894 -0.135 0.138 0.335
H -0.115 -2.828 -5.096 0.026 0.123 0.096
H -6.454 -0.384 0.725 0.157 -0.398 -0.396
H 5.643 -2.393 -3.222 -0.617 -0.162 -0.115
H 0.097 3.613 5.378 0.072 -0.412 0.089
H -3.461 3.551 4.195 0.207 0.359 -0.594
H 1.708 -4.933 -0.245 -0.275 0.539 -0.467
H 2.793 -6.623 -1.572 -0.056 0.289 -0.007
H -4.578 -1.518 2.917 0.424 0.601 -0.590
H 3.054 -5.047 0.710 0.557 0.091 0.040
H -0.162 2.824 -4.097 -0.176 0.017 0.764
H 5.382 1.274 -2.849 -0.233 0.527 0.299
H -1.339 3.241 -5.239 -0.288 -0.269 -0.307
H 4.347 -6.067 -0.906 -0.165 -0.680 0.544
H -1.033 4.594 4.575 -0.684 -0.045 0.140
H 2.189 1.588 -7.486 -0.013 -0.123 -0.078
H -3.120 -3.203 -4.202 -0.252 -0.062 -0.591
H -4.133 5.517 2.173 -0.091 0.043 -0.099
H -2.050 0.576 -0.004 -0.052 0.321 -0.317
H 2.332 -0.363 2.722 -0.195 -0.083 -0.494
H -3.521 -1.593 -3.783 0.333 0.289 0.221
H -3.706 1.879 4.179 0.167 -0.330 0.419
H 4.013 4.574 1.158 -0.250 -0.121 0.023
H 6.383 -1.144 -2.398 -0.166 0.649 0.278
H 4.761 3.271 -0.994 -0.027 -0.033 -0.865
H 2.422 3.893 0.560 -0.009 0.205 0.922
H -1.992 6.034 -0.419 -0.663 -0.019 -0.085
H -0.180 0.698 -6.346 -0.316 0.390 0.306
H -5.547 -3.676 7.716 0.662 0.165 0.155
H -1.713 4.308 -3.087 -0.632 0.764 -0.494
H 0.566 -3.167 -3.469 0.219 0.324 -0.203
H 3.746 -0.423 4.717 0.510 -0.323 0.003
H -2.582 -1.850 -5.251 0.367 -0.088 0.086
H 0.984 -1.297 -7.923 0.167 0.102 0.452
H -0.075 1.341 -1.200 0.259 0.111 0.091
H -3.192 -4.076 6.853 -0.049 0.090 0.084
H 0.571 -1.199 0.446 0.705 0.572 0.830
H -2.602 -2.235 4.833 -0.045 -0.136 0.433
H 0.947 1.320 0.323 -0.402 1.029 -0.090
H 0.535 0.198 -8.711 -0.337 -0.104 -0.064
H -3.485 -1.129 0.052 -0.021 -0.454 0.132
H 4.817 1.874 4.328 -0.112 0.199 -0.410
H 1.664 -5.396 3.079 0.589 0.504 0.468
H -4.395 -2.110 4.971 0.326 0.602 -0.762
H -1.382 6.815 1.766 0.075 -0.126 0.078
H 1.701 -0.552 -0.836 -0.113 -0.010 0.189
H -1.982 2.662 5.869 -0.439 -0.438 0.131
H 2.487 -2.623 0.044 0.273 -0.075 0.564
H -3.564 7.003 2.928 0.087 -0.165 0.247
H -3.781 -4.384 5.255 -0.198 -0.223 0.142
H 4.588 -0.969 3.180 -0.159 -0.215 0.298
H -1.397 2.004 0.833 -0.142 0.016 -0.322
H -3.937 7.036 1.267 0.148 -0.221 -0.372
H 1.080 -3.896 5.638 0.215 -0.445 -0.307
H 1.792 -2.728 2.810 0.068 0.071 0.188
H -6.094 -3.139 6.199 0.278 0.256 -0.403
H -4.917 0.183 1.348 -0.143 0.664 -0.689
H 3.189 1.032 2.081 0.259 0.029 0.209
H -5.591 -2.581 2.039 0.033 -0.265 -0.312
H -0.997 4.844 0.193 0.324 -0.077 0.328
H 2.703 -3.053 -1.543 0.529 0.101 -0.378
H -1.005 -1.326 -3.141 0.235 0.357 -0.633
H -1.289 1.476 4.772 0.151 0.145 -0.127
H -2.178 2.996 -2.291 0.067 -1.031 -0.151
H -1.779 5.240 2.525 0.229 0.114 -0.037
H 3.659 1.450 -3.396 0.223 0.016 0.178
H -4.210 4.078 -3.225 0.280 0.347 0.342
H 2.659 0.169 -6.573 0.203 0.264 0.167
H 1.986 -2.452 5.445 -0.442 0.527 -0.188
```
Positions in Å, forces in eV/Å.

Values from the calculation:
energy relative to the best compared isomer or geometry (same formula, charge and spin) = 542.1 kJ/mol
highest occupied orbital energy = -0.4062 hartree
total charge = 0



# 2
Density functional theory data (ωB97M-V with the def2-TZVPD basis set) for a cluster of 13 separate species, C52H92F12O26 in total.

XYZ file:
```
182
Properties=species:S:1:pos:R:3:forces:R:3
F 8.252 -1.815 -4.300 0.413 -0.151 -0.093
F 4.221 -1.626 -1.740 -0.518 0.193 0.452
F -0.791 0.366 1.841 0.337 -0.409 -0.322
F 3.813 -5.485 7.669 -0.540 1.410 0.372
F 7.185 -0.128 -3.568 0.313 2.786 0.296
F 7.365 -1.856 -2.336 0.615 -0.308 1.589
F 3.890 -2.566 0.238 -0.345 0.410 -0.671
F 1.102 -0.464 2.456 0.655 0.113 0.774
F 2.419 -4.046 8.621 -0.295 -0.533 1.069
F 4.719 -3.656 -1.397 -0.535 -0.545 -0.219
F -0.264 -1.711 1.386 -0.139 0.229 -0.184
F 4.484 -3.494 8.324 -0.245 -0.315 -0.267
O -5.686 -4.340 -1.910 -0.582 -0.159 -0.587
O -4.160 -4.888 -0.394 -0.290 0.375 1.198
O -2.367 -3.134 -2.841 0.440 -0.360 1.149
O 5.716 -3.187 -4.190 -0.029 -0.573 0.052
O -1.008 -2.895 5.983 -0.394 -0.463 -0.924
O 0.204 2.046 7.235 0.135 -0.809 -0.318
O 3.844 5.058 -3.671 -0.854 0.146 -0.129
O 2.666 3.855 3.505 -0.561 0.141 -0.415
O -4.270 1.253 -3.742 1.178 -0.818 -0.871
O 0.555 3.172 2.964 -3.881 -0.770 1.862
O 0.565 4.167 -5.982 -0.172 -0.509 0.514
O 1.052 3.247 -3.978 0.214 -0.414 0.139
O -3.763 4.246 0.182 0.588 -0.113 -0.460
O -0.345 2.922 9.227 -1.109 0.220 0.593
O -0.969 -3.889 8.034 0.323 0.925 -1.375
O 2.028 0.231 -0.026 0.181 0.145 0.880
O 3.018 4.383 -1.699 0.706 -0.677 -0.400
O -1.690 -2.894 -4.986 -1.780 0.600 0.472
O -3.963 4.595 -2.011 -0.201 0.322 0.370
O 5.100 -1.049 -4.480 -0.480 0.655 -0.786
O -5.697 1.784 -2.102 0.358 -0.007 0.073
O 2.076 -2.983 -2.715 0.269 -0.079 0.577
O 3.726 -3.941 5.474 1.274 -0.168 -0.046
O 1.887 -2.997 6.322 -0.394 0.583 0.196
O 1.674 -3.470 -0.581 -1.372 -0.943 1.521
O -0.024 -0.099 -0.732 -1.459 0.824 -2.631
C 2.150 3.345 1.205 0.494 0.548 0.401
C -1.194 -4.201 5.334 -0.015 -0.949 1.658
C 2.398 -3.093 -1.550 0.465 0.730 -2.389
C -4.992 0.992 -1.134 -1.351 0.550 1.340
C 0.415 0.446 -2.053 -1.599 -1.619 -0.566
C 3.799 -2.731 -1.103 2.101 0.256 0.752
C -5.207 1.872 -3.365 -1.333 1.374 1.641
C 2.248 -4.652 3.754 -0.112 0.284 -0.773
C 0.869 -0.022 0.169 1.178 -0.586 0.512
C 3.352 -3.696 4.100 -0.550 1.133 0.492
C 3.999 2.109 -2.145 -1.388 0.793 -1.440
C -5.965 2.954 -4.077 -0.486 -0.585 -0.679
C -4.433 4.602 -0.891 -1.039 -0.270 -1.258
C -2.373 3.974 -0.100 0.596 -0.645 0.036
C -0.801 0.386 -3.008 1.159 -0.631 -0.898
C -3.366 -2.810 0.593 -2.443 -0.957 0.472
C 3.438 -4.171 7.817 0.239 0.088 -1.468
C 2.945 5.083 -2.862 0.727 -0.190 0.516
C -5.838 4.956 -0.536 -1.555 0.653 -0.402
C 3.415 4.788 5.678 -0.798 -0.220 0.352
C -1.152 2.121 6.783 -0.687 0.237 -0.012
C 0.418 2.365 8.508 2.851 0.228 -0.051
C -3.870 -2.140 -4.383 -0.697 0.280 0.811
C 3.763 -1.364 -4.995 0.390 0.733 0.849
C 1.867 1.984 8.924 -0.455 -0.869 -0.353
C 7.224 -1.403 -3.552 -1.315 -2.382 -1.434
C -0.856 -2.900 7.320 -0.781 -1.635 1.205
C 0.308 3.850 -4.700 -2.009 0.906 -0.318
C -2.099 2.643 -0.815 1.107 0.986 -0.696
C -4.810 -5.076 -1.551 0.603 1.081 0.350
C 1.980 4.191 -7.847 -0.082 -0.075 -0.718
C 4.197 3.493 -1.594 0.438 0.727 1.233
C 1.733 5.993 -2.886 0.176 -0.121 -0.584
C -1.261 1.474 5.403 -0.124 -0.575 1.152
C 2.920 -3.573 6.434 0.718 -1.126 0.317
C -0.357 -3.278 -4.697 0.384 0.228 0.169
C 0.222 -0.456 1.490 -0.320 0.153 0.506
C -0.155 -4.765 0.269 -0.965 0.221 -0.765
C -2.613 -2.784 -3.953 1.263 -0.436 -1.731
C -5.947 -0.029 -0.566 -0.763 -0.801 -0.295
C 1.779 3.615 -6.518 0.171 -0.074 1.413
C -4.195 -6.215 -2.276 0.864 -0.932 -0.514
C -1.113 4.381 -4.303 2.118 0.199 0.387
C -4.578 -3.777 0.495 0.862 -0.043 -0.897
C 0.373 -3.410 -6.034 -0.551 -1.179 0.746
C 2.901 -0.193 -4.571 -0.395 -0.152 -1.084
C 5.903 -2.015 -4.111 0.286 0.175 -0.417
C -1.400 -4.208 3.846 -0.724 1.554 -0.463
C 1.636 3.452 2.670 5.101 1.295 -2.479
C 0.313 -3.891 -0.911 -0.898 0.640 1.253
C 2.323 4.106 4.887 -1.632 -0.504 -0.021
C -0.681 -1.544 7.904 0.760 1.096 -0.466
H 3.113 0.647 -5.247 0.111 0.166 0.580
H 1.333 -4.504 4.345 0.450 0.222 -0.386
H 2.143 6.974 -2.603 -0.492 -0.213 0.269
H -0.130 -4.218 1.231 0.000 -0.260 -0.621
H 2.980 -2.644 4.054 0.452 -0.686 -0.213
H -1.428 -0.505 -2.824 0.333 0.422 0.118
H -1.235 5.389 -4.730 0.128 -0.209 0.528
H -1.408 3.188 6.807 -0.320 -0.283 -0.176
H 1.973 0.891 8.753 -0.150 0.489 0.601
H -1.645 -1.135 8.225 0.146 -0.237 0.124
H 0.048 -1.547 8.721 -0.469 -0.320 0.042
H 2.697 2.364 8.339 -0.346 0.565 -0.697
H 3.766 -1.520 -6.074 0.319 -0.060 0.128
H -4.340 -7.131 -1.703 0.022 0.015 0.109
H -6.878 0.349 -0.103 0.508 0.347 -0.528
H -1.795 1.580 7.502 0.268 0.368 -0.206
H 3.470 1.406 -1.492 0.099 0.262 -0.158
H -6.468 4.106 -0.228 0.656 0.012 -0.008
H 1.844 -0.472 -4.836 0.733 0.257 0.849
H -3.638 -2.153 1.416 0.661 0.179 0.235
H -3.596 -1.140 -4.650 0.048 0.903 0.010
H 2.074 -4.495 2.681 -0.391 -0.300 0.217
H -7.055 2.856 -3.992 0.309 -0.331 0.084
H 1.049 3.986 -8.357 0.028 0.144 -0.891
H 2.570 3.889 -5.849 0.590 0.025 0.520
H 3.463 2.242 -3.130 0.261 -0.337 1.026
H -1.029 2.540 -1.135 -0.752 0.667 0.273
H -1.159 4.336 -3.188 -0.408 0.141 -1.046
H -0.276 -4.736 5.504 0.430 -0.273 0.492
H -4.600 -6.392 -3.263 -0.386 0.275 -0.133
H 3.121 0.048 -3.508 -0.618 -0.111 -0.867
H -5.738 3.915 -3.639 0.457 0.198 0.033
H 4.270 -3.829 3.496 -0.595 0.070 0.474
H -6.240 -0.794 -1.310 0.154 0.367 0.242
H 1.372 -3.706 -5.796 0.880 -0.151 0.088
H -2.524 -3.441 0.748 0.902 0.019 0.469
H 3.082 4.821 6.724 0.064 -0.285 -0.138
H 0.422 -2.502 -6.604 -0.267 0.465 -0.204
H -3.264 -2.243 -0.300 0.178 0.413 -0.831
H 2.593 -5.656 3.921 0.121 -0.591 -0.084
H 0.918 5.619 -2.232 0.646 0.475 -0.348
H 4.485 3.481 -0.533 -0.712 -0.084 -0.045
H -4.692 1.640 -0.291 -0.109 0.147 -0.559
H -0.286 -2.976 -1.023 0.120 -0.156 0.231
H -1.186 -5.182 0.092 0.853 0.734 0.077
H -0.376 -4.215 -4.113 0.215 0.275 -0.333
H -0.658 2.002 4.686 0.161 0.108 -0.390
H -1.405 1.278 -2.994 -0.240 0.180 0.164
H -0.414 0.283 -4.070 -0.352 0.143 1.176
H 0.844 1.397 -1.916 0.133 1.415 0.314
H -4.819 -4.219 1.460 0.206 -0.178 -0.020
H -5.459 -0.543 0.240 0.467 -0.452 0.430
H 2.253 5.241 -7.916 -0.270 0.074 0.402
H 5.088 3.955 -2.015 -0.425 0.261 -0.644
H 0.292 -4.330 -1.888 0.198 -0.690 -0.293
H -4.101 0.552 -1.511 0.591 -0.431 -0.706
H -5.688 2.890 -5.122 0.015 0.363 -0.178
H -2.239 1.785 -0.239 -0.496 -1.288 1.425
H 1.330 3.202 0.491 0.070 -0.163 0.447
H 4.960 1.747 -2.433 0.798 -0.630 0.042
H 1.230 -0.154 -2.423 0.095 -0.597 0.065
H -0.785 -3.418 3.355 -0.359 -0.615 0.245
H 3.536 5.833 5.434 0.329 0.144 -0.544
H 3.447 -2.218 -4.455 -0.317 -1.105 0.110
H -0.046 -4.240 -6.627 -0.031 0.506 0.074
H 0.130 -2.501 -4.076 -0.295 -0.394 -0.182
H 2.036 3.117 5.320 0.233 0.811 -0.064
H -1.982 -4.784 5.887 0.613 0.743 -0.538
H -2.698 2.511 -1.696 -0.243 0.251 -0.491
H 4.321 4.217 5.626 0.679 -0.012 -0.037
H -2.067 3.935 0.933 1.191 0.130 0.032
H -5.826 5.662 0.291 0.010 -0.016 0.176
H 1.415 4.751 4.887 0.425 -0.503 0.078
H -4.318 -2.525 -5.283 -0.101 -0.593 -0.180
H -2.453 -4.026 3.606 0.140 0.274 -0.109
H 2.748 4.199 0.813 -0.503 -0.370 0.773
H -6.416 5.437 -1.356 0.806 -0.330 0.291
H -1.850 3.792 -4.807 -0.507 -0.656 0.052
H 1.737 2.509 -6.537 -0.269 0.484 -0.037
H 1.386 6.118 -3.933 0.178 -0.193 0.637
H -0.891 0.427 5.532 -0.412 0.715 -0.491
H -3.097 -6.099 -2.409 -0.709 0.215 0.348
H 2.101 2.299 9.936 -0.439 -0.332 0.201
H -2.327 1.475 5.102 0.627 -0.090 0.048
H -5.484 -3.295 0.123 0.193 -0.134 -0.226
H -1.909 4.774 -0.718 -0.513 -0.212 0.806
H -0.267 -0.853 7.166 -0.148 -0.070 -0.070
H 2.808 3.635 -8.240 0.335 -0.314 -0.866
H -4.573 -2.116 -3.520 0.440 -0.117 -0.808
H -1.189 -5.182 3.406 0.337 -0.021 0.279
H 2.829 2.491 1.191 -0.141 -0.124 -0.183
H 0.471 -5.633 0.316 0.569 -0.467 0.253
```
Positions in Å, forces in eV/Å.

Values from the calculation:
highest occupied orbital energy = -0.3690 hartree
total charge = 0



Looking at lowest unoccupied orbital energy for the records above, in order, we have 0.063 0.405 eV.
Looking at F_max for the records above, in order, we have 6.260 5.818 eV/A.
Looking at orbital gap for the records above, in order, we have 11.1 10.4 eV.